C22H29HgNO14P as an isolated structure at a distorted geometry, computed with ωB97M-V/def2-TZVPD.

Calculated values
Multiplicity: 1
Highest occupied orbital energy, eV: -4.50
Net charge: -1
Largest force on an atom, eV Å⁻¹: 5.4

Element x y z (Å)
Hg (0.56, 0.16, 1.67)
P (3.57, -1.12, 3.45)
O (3.63, -0.68, 1.96)
O (2.23, -1.96, 3.35)
O (2.99, 0.20, 4.12)
O (4.89, -1.67, 4.10)
C (1.08, -6.46, -0.71)
C (0.95, -5.42, -1.63)
C (0.54, -5.73, -2.93)
C (0.18, -7.03, -3.40)
C (0.30, -8.08, -2.41)
C (0.69, -7.76, -1.09)
N (-0.34, -7.25, -4.75)
O (-0.11, -6.43, -5.68)
O (-1.04, -8.27, -5.03)
H (1.40, -6.11, 0.26)
H (1.34, -4.44, -1.37)
H (0.55, -4.88, -3.60)
H (0.02, -9.06, -2.77)
H (1.00, -8.55, -0.42)
O (-1.75, 2.96, 4.49)
C (-1.84, 3.92, 5.20)
O (-2.96, 4.21, 5.74)
C (-2.92, 5.43, 6.44)
C (-1.51, 5.77, 6.59)
C (-0.75, 4.78, 5.69)
H (-3.36, 5.21, 7.41)
H (-3.56, 6.06, 5.82)
H (-1.22, 5.85, 7.64)
H (-1.46, 6.77, 6.16)
H (0.09, 4.20, 6.07)
H (-0.40, 5.31, 4.81)
O (-2.92, -2.67, 0.54)
C (-3.44, -3.74, 0.20)
O (-3.91, -3.79, -1.01)
C (-4.62, -4.97, -1.35)
C (-4.59, -5.73, 0.04)
C (-3.72, -5.01, 0.90)
H (-4.11, -5.57, -2.09)
H (-5.53, -4.59, -1.82)
H (-4.35, -6.78, -0.18)
H (-5.61, -5.87, 0.41)
H (-2.72, -5.44, 0.99)
H (-4.23, -4.78, 1.84)
O (-0.26, 1.27, -2.89)
C (-0.64, 1.92, -3.88)
O (-1.22, 1.35, -4.92)
C (-1.53, 2.30, -5.98)
C (-0.56, 3.36, -5.69)
C (-0.50, 3.36, -4.17)
H (-2.56, 2.65, -5.84)
H (-1.48, 1.81, -6.96)
H (-0.92, 4.31, -6.10)
H (0.41, 3.35, -6.18)
H (-1.35, 3.89, -3.73)
H (0.40, 3.66, -3.65)
O (2.44, 4.22, 0.86)
C (3.47, 4.92, 0.75)
O (3.49, 5.97, -0.15)
C (4.74, 6.61, -0.12)
C (5.72, 5.54, 0.35)
C (4.87, 4.69, 1.31)
H (4.70, 7.46, 0.56)
H (5.04, 6.86, -1.14)
H (6.66, 5.92, 0.75)
H (6.01, 4.94, -0.52)
H (4.97, 5.05, 2.34)
H (5.03, 3.62, 1.33)

C22H29INO10PV as an isolated structure at a distorted geometry, computed with ωB97M-V/def2-TZVPD.

Calculated values
Multiplicity: 1
Highest occupied orbital energy, eV: -12.04
Net charge: +1
Largest force on an atom, eV Å⁻¹: 3.8

Element x y z (Å)
C (-1.04, -2.15, 3.39)
C (-1.51, -0.85, 2.61)
C (-0.29, -0.03, 2.04)
C (0.45, 0.89, 2.95)
C (0.09, 1.07, 4.46)
P (-0.23, 2.83, 5.00)
O (-1.59, 2.83, 5.61)
O (0.85, 3.18, 6.20)
O (-0.25, 3.93, 3.77)
C (1.57, 1.61, 2.36)
C (1.97, 1.46, 0.92)
C (1.28, 0.58, 0.01)
C (1.76, 0.41, -1.47)
C (1.96, 1.77, -2.25)
O (2.99, 1.96, -2.79)
I (0.31, 3.18, -2.21)
C (0.12, -0.19, 0.60)
O (-0.60, -1.09, -0.12)
C (-1.32, -0.50, -1.23)
C (-1.53, -1.65, -2.30)
C (-0.18, -2.37, -2.70)
C (-2.42, -1.19, -3.52)
C (-2.50, -2.22, -4.73)
C (-1.30, -2.07, -5.78)
C (-2.74, -3.73, -4.28)
C (3.22, 2.40, 0.75)
O (3.63, 3.03, -0.16)
N (3.78, 2.35, 2.11)
C (4.50, 1.10, 2.47)
C (5.06, 0.31, 1.21)
O (6.11, 0.54, 0.70)
C (2.62, 2.62, 2.96)
O (2.55, 3.44, 3.82)
H (-1.53, -3.04, 2.92)
H (0.09, -2.21, 3.31)
H (-1.34, -2.03, 4.47)
H (-2.18, -1.06, 1.73)
H (-2.06, -0.15, 3.30)
H (0.95, 0.66, 5.06)
H (-0.81, 0.45, 4.72)
H (1.45, 3.91, 5.96)
H (-0.63, 3.57, 2.95)
H (1.08, -0.22, -2.10)
H (2.75, -0.12, -1.45)
H (-2.37, -0.21, -0.90)
H (-0.83, 0.42, -1.66)
H (-2.14, -2.43, -1.75)
H (0.59, -2.40, -1.89)
H (-0.33, -3.43, -3.05)
H (0.27, -1.81, -3.57)
H (-2.02, -0.22, -3.95)
H (-3.46, -1.03, -3.13)
H (-3.42, -1.93, -5.31)
H (-1.62, -2.31, -6.82)
H (-1.01, -0.97, -5.74)
H (-0.41, -2.69, -5.49)
H (-1.78, -4.30, -4.48)
H (-2.96, -3.86, -3.20)
H (-3.51, -4.23, -4.94)
H (5.40, 1.32, 3.12)
H (3.88, 0.36, 3.06)
H (4.36, -0.48, 0.78)
O (-5.64, 3.27, 0.17)
V (-4.58, 2.32, -0.75)
O (-3.52, 1.40, -1.74)

C22H29IrN6O2S as an isolated structure at a distorted geometry, computed with ωB97M-V/def2-TZVPD.

Calculated values
Multiplicity: 1
Highest occupied orbital energy (spin up / spin down), eV: -12.97 / -12.98
Net charge: +2
Largest force on an atom, eV Å⁻¹: 2.6
Relative energy (zero: lowest compared OMol25 entry of this formula, charge and spin), eV: 2.3713

Element x y z (Å)
Ir (0.34, 0.86, -1.39)
C (3.59, 1.63, -2.05)
O (2.54, 1.59, -1.06)
C (2.91, 1.51, 0.26)
C (4.21, 1.70, 0.71)
C (4.48, 1.66, 2.07)
C (3.47, 1.43, 2.99)
C (2.18, 1.21, 2.54)
C (1.89, 1.24, 1.17)
N (0.60, 0.96, 0.69)
N (-0.38, 1.06, 1.49)
C (-1.65, 0.81, 1.25)
C (-2.15, 0.35, -0.03)
O (-1.36, -0.16, -0.92)
C (-3.53, 0.46, -0.28)
C (-4.41, 0.85, 0.69)
C (-3.98, 1.16, 2.01)
C (-4.90, 1.50, 3.02)
C (-4.46, 1.77, 4.29)
C (-3.10, 1.71, 4.59)
C (-2.18, 1.40, 3.61)
C (-2.60, 1.12, 2.31)
H (4.28, 0.80, -1.91)
H (4.12, 2.58, -1.99)
H (3.11, 1.54, -3.02)
H (5.01, 1.90, 0.02)
H (5.50, 1.82, 2.41)
H (3.69, 1.41, 4.04)
H (1.37, 1.01, 3.23)
H (-3.87, 0.18, -1.27)
H (-5.46, 0.92, 0.46)
H (-5.95, 1.53, 2.79)
H (-5.17, 2.04, 5.07)
H (-2.76, 1.92, 5.60)
H (-1.12, 1.36, 3.84)
N (-0.83, 2.99, -1.72)
N (0.09, 2.74, -2.79)
H (-1.68, 3.45, -2.05)
H (-0.39, 3.61, -1.04)
H (0.66, 3.56, -3.02)
H (-0.42, 2.48, -3.63)
C (2.19, -2.35, 0.05)
N (1.26, -3.04, -0.84)
C (1.17, -4.48, -0.59)
C (0.72, -2.45, -1.90)
S (1.44, -0.97, -2.52)
N (-0.29, -3.01, -2.57)
C (-0.70, -2.56, -3.90)
C (-1.25, -3.91, -1.94)
H (2.07, -2.76, 1.06)
H (1.99, -1.29, 0.08)
H (3.22, -2.52, -0.27)
H (2.16, -4.83, -0.29)
H (0.88, -5.02, -1.48)
H (0.47, -4.71, 0.22)
H (0.15, -2.27, -4.50)
H (-1.39, -1.71, -3.83)
H (-1.21, -3.38, -4.39)
H (-1.16, -3.89, -0.86)
H (-1.15, -4.93, -2.30)
H (-2.25, -3.56, -2.19)

A 2-piece molecular cluster, C22H29N3O3 overall at a distorted geometry, computed with ωB97M-V/def2-TZVPD.

Calculated values
Multiplicity: 1
Highest occupied orbital energy, eV: -8.54
Largest force on an atom, eV Å⁻¹: 16.8
Relative energy (zero: lowest compared OMol25 entry of this formula, charge and spin), eV: 20.4141

Element x y z (Å)
C (6.68, -1.95, 1.85)
H (6.99, -1.02, 2.28)
H (7.35, -2.65, 2.23)
H (7.02, -1.89, 0.71)
C (5.15, -2.44, 1.66)
C (4.29, -1.28, 1.18)
C (3.81, -1.21, -0.01)
C (3.22, 0.20, -0.35)
N (3.25, 0.80, 0.87)
N (4.01, -0.10, 1.75)
H (4.08, 0.40, 2.73)
C (2.55, 0.88, -1.54)
O (3.12, 0.33, -2.66)
N (1.65, 1.75, -1.26)
C (0.88, 1.93, -0.22)
H (1.35, 1.54, 0.90)
H (0.83, 2.87, 0.07)
C (-0.55, 1.28, -0.11)
C (-1.22, 1.73, 0.99)
O (-0.96, 2.44, 2.02)
C (-2.71, 0.98, 1.07)
C (-3.10, -0.11, 0.65)
C (-4.26, -0.63, 0.67)
C (-5.27, -0.04, 1.57)
C (-4.89, 1.24, 1.82)
C (-3.53, 1.63, 1.94)
H (-3.33, 2.34, 2.45)
H (-5.59, 1.73, 2.64)
H (-6.27, -0.57, 1.59)
O (-4.65, -1.94, 0.10)
C (-3.82, -2.53, -0.89)
C (-4.47, -4.06, -1.06)
H (-3.80, -4.62, -1.55)
H (-4.52, -4.61, 0.03)
H (-5.48, -4.03, -1.34)
C (-3.70, -1.78, -2.18)
H (-4.70, -1.94, -2.84)
H (-3.08, -2.53, -2.59)
H (-3.38, -0.92, -2.12)
H (-2.95, -2.59, -0.29)
H (-2.15, -0.79, 0.07)
H (-0.54, 0.32, -0.07)
C (-1.33, 1.86, -1.40)
C (-0.43, 1.50, -2.65)
C (0.91, 2.28, -2.56)
H (1.81, 1.90, -3.35)
H (1.05, 3.20, -2.34)
H (-0.72, 1.95, -3.51)
H (-0.28, 0.66, -2.96)
H (-2.35, 1.52, -1.49)
H (-1.34, 3.03, -1.34)
C (4.08, -2.03, -1.32)
H (5.26, -2.39, -1.40)
H (3.88, -1.69, -2.12)
H (3.50, -2.99, -1.00)
H (4.84, -2.25, 3.06)
H (4.92, -3.27, 1.24)

A single C22H29N3O3S molecule, computed with ωB97M-V/def2-TZVPD.

Calculated values
Multiplicity: 1
Highest occupied orbital energy, eV: -8.54
SMILES string: C[C@H](NS(=O)(=O)c1ccc(CCC(=O)N2CCN(C)CC2)cc1)c1ccccc1
Largest force on an atom, eV Å⁻¹: 0.9
Relative energy (zero: lowest compared OMol25 entry of this formula, charge and spin), eV: 2.3496

Element x y z (Å)
C (0.15, -2.80, -2.26)
H (0.16, -2.74, -3.34)
H (0.52, -3.79, -1.98)
H (0.82, -2.05, -1.86)
C (-1.28, -2.61, -1.73)
N (-1.33, -2.63, -0.29)
S (-1.31, -1.19, 0.53)
O (-1.42, -1.51, 1.92)
O (-2.29, -0.34, -0.08)
C (0.30, -0.46, 0.25)
C (0.45, 0.53, -0.70)
C (1.68, 1.16, -0.83)
C (2.74, 0.81, 0.00)
C (2.58, -0.21, 0.92)
C (1.35, -0.85, 1.06)
H (1.19, -1.62, 1.80)
H (3.40, -0.50, 1.56)
C (4.01, 1.60, -0.05)
H (4.14, 2.06, -1.03)
H (4.88, 0.97, 0.16)
C (3.94, 2.72, 1.01)
C (2.73, 3.59, 0.69)
O (2.69, 4.19, -0.37)
N (1.71, 3.67, 1.58)
C (1.57, 3.07, 2.88)
H (2.44, 2.47, 3.15)
C (0.32, 2.19, 2.92)
N (-0.86, 2.97, 2.58)
C (-2.07, 2.19, 2.69)
H (-2.92, 2.83, 2.49)
H (-2.16, 1.81, 3.71)
H (-2.10, 1.33, 2.01)
C (-0.70, 3.53, 1.25)
C (0.53, 4.44, 1.22)
H (0.68, 4.85, 0.23)
H (0.40, 5.25, 1.94)
H (-1.59, 4.13, 1.02)
H (-0.60, 2.74, 0.49)
H (0.19, 1.79, 3.93)
H (0.45, 1.33, 2.23)
H (1.45, 3.87, 3.62)
H (3.92, 2.29, 2.01)
H (4.83, 3.35, 0.92)
H (1.80, 1.96, -1.55)
H (-0.40, 0.81, -1.30)
H (-0.76, -3.33, 0.16)
C (-2.19, -3.65, -2.34)
C (-2.55, -4.80, -1.67)
C (-3.36, -5.75, -2.27)
C (-3.82, -5.55, -3.56)
C (-3.47, -4.40, -4.25)
C (-2.66, -3.45, -3.64)
H (-2.40, -2.55, -4.17)
H (-3.82, -4.23, -5.25)
H (-4.45, -6.29, -4.04)
H (-3.64, -6.64, -1.73)
H (-2.21, -4.96, -0.65)
H (-1.64, -1.61, -2.00)

A single C22H29N3O5 molecule, computed with ωB97M-V/def2-TZVPD.

Calculated values
Multiplicity: 1
Highest occupied orbital energy, eV: -7.60
SMILES string: CCCNC(=O)COc1coc(CN2CCN(c3ccccc3OC)CC2)cc1=O
Largest force on an atom, eV Å⁻¹: 0.7
Relative energy (zero: lowest compared OMol25 entry of this formula, charge and spin), eV: 4.3364

Element x y z (Å)
C (-7.65, -3.09, -1.48)
C (-6.39, -2.35, -1.06)
C (-6.72, -1.13, -0.19)
N (-5.52, -0.42, 0.20)
C (-5.09, -0.35, 1.46)
O (-5.66, -0.81, 2.42)
C (-3.75, 0.40, 1.62)
O (-3.25, 0.77, 0.36)
C (-2.09, 1.45, 0.28)
C (-1.31, 1.82, 1.32)
O (-0.15, 2.51, 1.17)
C (0.25, 2.84, -0.06)
C (-0.45, 2.52, -1.17)
C (-1.70, 1.80, -1.11)
O (-2.37, 1.48, -2.08)
H (-0.09, 2.82, -2.14)
C (1.61, 3.50, -0.07)
N (2.71, 2.56, -0.20)
C (2.82, 1.62, 0.90)
C (4.17, 0.90, 0.80)
N (4.28, 0.18, -0.45)
C (3.81, -1.13, -0.53)
C (2.94, -1.55, -1.53)
C (2.55, -2.88, -1.65)
C (3.00, -3.81, -0.74)
C (3.88, -3.42, 0.26)
C (4.30, -2.10, 0.37)
O (5.20, -1.68, 1.31)
C (5.82, -2.63, 2.14)
H (5.09, -3.12, 2.80)
H (6.54, -2.08, 2.74)
H (6.34, -3.39, 1.56)
H (4.24, -4.16, 0.95)
H (2.69, -4.84, -0.81)
H (1.87, -3.16, -2.44)
H (2.56, -0.85, -2.25)
C (4.09, 1.10, -1.55)
C (2.77, 1.87, -1.47)
H (2.73, 2.61, -2.27)
H (1.92, 1.17, -1.59)
H (4.17, 0.56, -2.49)
H (4.91, 1.83, -1.50)
H (4.29, 0.22, 1.64)
H (4.97, 1.65, 0.84)
H (2.76, 2.17, 1.84)
H (2.01, 0.86, 0.88)
H (1.75, 4.05, 0.87)
H (1.67, 4.20, -0.91)
H (-1.53, 1.62, 2.36)
H (-3.94, 1.28, 2.26)
H (-3.05, -0.27, 2.15)
H (-4.94, -0.03, -0.53)
H (-7.38, -0.45, -0.74)
H (-7.21, -1.45, 0.73)
H (-5.73, -3.02, -0.50)
H (-5.85, -2.01, -1.95)
H (-8.19, -3.44, -0.60)
H (-8.31, -2.43, -2.04)
H (-7.41, -3.95, -2.09)

C22H29N3Tc as an isolated structure at a distorted geometry, computed with ωB97M-V/def2-TZVPD.

Calculated values
Multiplicity: 4
Highest occupied orbital energy (spin up / spin down), eV: -14.80 / -14.91
Net charge: +2
⟨S²⟩: 3.843
Largest force on an atom, eV Å⁻¹: 4.5
Relative energy (zero: lowest compared OMol25 entry of this formula, charge and spin), eV: 2.2205

Element x y z (Å)
C (2.34, -0.89, -0.99)
C (0.85, -0.32, -3.22)
H (2.60, -1.43, -1.98)
H (2.33, -1.52, -0.15)
H (3.19, -0.15, -0.90)
H (0.34, 0.43, -3.86)
H (1.96, -0.17, -3.21)
H (0.73, -1.43, -3.43)
C (2.27, 0.85, 1.23)
C (2.94, 1.65, 2.14)
C (2.80, 3.03, 2.13)
C (1.92, 3.54, 1.18)
H (2.42, -0.21, 1.25)
H (3.60, 1.16, 2.86)
H (3.34, 3.68, 2.82)
H (1.75, 4.61, 1.13)
N (1.48, 1.35, 0.22)
C (1.24, 2.70, 0.27)
C (0.15, 3.15, -0.58)
N (-0.47, 2.19, -1.34)
C (-1.70, 2.50, -1.82)
C (-1.55, 4.81, -1.10)
C (-2.23, 3.79, -1.76)
H (-2.30, 1.69, -2.26)
H (-3.18, 4.01, -2.24)
C (-0.36, 4.46, -0.49)
H (0.22, 5.16, 0.09)
H (-1.92, 5.82, -1.03)
Tc (0.54, 0.08, -1.28)
C (-1.41, -0.64, -2.47)
H (-1.70, -0.11, -3.41)
H (-2.36, -0.58, -1.90)
H (-1.47, -1.68, -2.86)
C (1.42, -3.95, 0.25)
N (0.14, -3.60, 0.77)
C (-0.14, -3.94, 2.14)
C (-0.83, -2.96, -0.06)
C (-1.42, -1.76, 0.60)
C (-2.46, -2.04, 1.50)
C (-2.95, -1.04, 2.34)
C (-2.34, 0.21, 2.27)
C (-1.32, 0.47, 1.32)
C (-0.93, -0.48, 0.38)
H (1.81, -4.82, 0.79)
H (2.14, -3.12, 0.37)
H (1.34, -4.18, -0.82)
H (0.00, -3.09, 2.83)
H (-1.17, -4.31, 2.27)
H (0.57, -4.74, 2.43)
H (-0.36, -2.70, -1.03)
H (-1.66, -3.67, -0.25)
H (-2.89, -3.03, 1.54)
H (-3.79, -1.24, 3.02)
H (-2.66, 1.00, 2.94)
H (-0.86, 1.43, 1.35)

A single C22H29N5O2 molecule at a distorted geometry, computed with ωB97M-V/def2-TZVPD.

Calculated values
Multiplicity: 1
Highest occupied orbital energy, eV: -8.42
SMILES string: CCCc1nc2oc3c(NCCN4CCOCC4)ncnc3c2c2c1CCCC2
Largest force on an atom, eV Å⁻¹: 1.4
Relative energy (zero: lowest compared OMol25 entry of this formula, charge and spin), eV: 1.4223

Element x y z (Å)
C (-4.53, -4.58, -0.13)
C (-3.56, -3.41, -0.25)
H (-2.68, -3.59, 0.38)
H (-3.20, -3.32, -1.28)
C (-4.21, -2.10, 0.17)
C (-3.27, -0.92, 0.07)
N (-2.06, -1.18, -0.40)
C (-1.23, -0.17, -0.49)
C (-1.52, 1.16, -0.13)
C (-2.79, 1.43, 0.37)
C (-3.67, 0.36, 0.46)
C (-5.04, 0.72, 0.96)
C (-5.56, 1.92, 0.15)
C (-4.60, 3.13, 0.21)
C (-3.24, 2.78, 0.82)
H (-2.49, 3.53, 0.55)
H (-3.33, 2.76, 1.91)
H (-5.05, 3.93, 0.79)
H (-4.45, 3.51, -0.80)
H (-5.67, 1.60, -0.89)
H (-6.54, 2.20, 0.52)
H (-4.99, 1.00, 2.02)
H (-5.74, -0.11, 0.86)
C (-0.32, 1.90, -0.40)
N (-0.02, 3.19, -0.25)
C (1.21, 3.50, -0.61)
N (2.14, 2.69, -1.09)
C (1.87, 1.39, -1.27)
N (2.84, 0.64, -1.83)
H (3.73, 1.11, -1.89)
C (2.90, -0.80, -1.71)
H (3.60, -1.16, -2.46)
H (1.91, -1.21, -1.91)
C (3.37, -1.24, -0.31)
N (4.67, -0.67, -0.02)
C (5.69, -1.64, 0.34)
C (7.04, -0.93, 0.42)
H (7.82, -1.62, 0.74)
O (7.02, 0.11, 1.36)
C (6.02, 1.05, 1.03)
C (4.64, 0.40, 0.97)
H (3.90, 1.15, 0.68)
H (4.38, 0.01, 1.97)
H (6.05, 1.81, 1.81)
H (6.25, 1.51, 0.06)
H (7.30, -0.53, -0.58)
H (5.73, -2.41, -0.43)
H (5.47, -2.11, 1.31)
H (3.41, -2.33, -0.29)
H (2.62, -0.92, 0.43)
C (0.59, 0.95, -0.91)
O (0.04, -0.30, -0.96)
H (1.50, 4.53, -0.50)
H (-4.56, -2.18, 1.20)
H (-5.08, -1.91, -0.46)
H (-5.40, -4.42, -0.77)
H (-4.88, -4.69, 0.89)
H (-4.06, -5.51, -0.43)

Question: multiplicity of number 4 (C22H29N3O3)?
Answer: 1